[1]
{
  "formula": "C18H43Cl2F5LuOP2Te",
  "method": "ωB97M-V/def2-TZVPD",
  "symbols": ["H", "Te", "Lu", "C", "C", "H", "H", "H", "C", "H", "C", "H", "H", "H", "F", "H", "H", "H", "H", "Cl", "H", "H", "H", "H", "H", "H", "H", "C", "F", "H", "H", "C", "C", "P", "O", "H", "C", "H", "H", "C", "H", "H", "H", "C", "H", "C", "F", "C", "H", "H", "C", "C", "H", "P", "F", "H", "C", "C", "H", "H", "H", "H", "C", "H", "F", "H", "H", "H", "H", "H", "C", "Cl", "H"],
  "xyz": [[-1.731, -4.924, -2.409], [3.248, -0.404, 3.012], [0.006, -0.844, 1.515], [-0.882, 5.535, -1.939], [2.383, 3.644, -0.923], [0.211, 3.906, -2.831], [-1.460, 5.720, -2.851], [-1.505, 5.773, -1.068], [0.981, -3.862, -1.046], [-2.042, 4.343, 0.688], [2.967, 5.061, -0.891], [-3.696, -1.967, -1.485], [-2.614, -5.147, -0.871], [4.128, 2.426, -0.590], [4.636, -0.264, 1.730], [-1.203, 2.034, -2.096], [-1.565, 4.414, 2.397], [2.052, 3.689, 2.096], [-3.363, -4.277, -2.230], [-1.575, -0.614, 3.410], [-2.156, -3.091, 2.453], [-0.751, -5.390, 0.914], [-1.534, 2.857, 1.543], [2.267, -2.117, -0.859], [2.583, 5.636, -1.741], [0.420, -3.325, 2.930], [0.741, -3.524, -2.070], [-1.347, 3.934, 1.435], [3.284, 1.468, 3.311], [-2.562, -1.202, -0.360], [1.366, -5.791, -0.073], [3.170, 2.595, -0.091], [-2.418, -4.452, -1.697], [0.626, 3.665, -0.556], [1.940, -0.169, 1.727], [0.355, 5.262, 1.032], [-2.098, -4.125, 2.074], [2.727, 5.603, 0.031], [2.491, -3.276, 0.454], [0.134, 4.187, 1.107], [1.892, -5.665, -1.763], [-2.255, 3.127, -1.156], [3.364, 2.964, 0.922], [-0.752, -4.390, 1.385], [-3.520, -2.611, 0.155], [-1.871, -3.103, -1.221], [4.520, -0.649, 4.406], [-1.595, 3.057, -2.031], [-2.193, 3.262, -2.930], [1.380, -4.481, 1.966], [-0.436, 4.068, -1.948], [2.293, -3.183, -0.618], [-2.192, -4.796, 2.939], [-0.434, -3.187, -0.031], [3.170, -2.300, 2.756], [0.749, 2.471, 2.295], [0.393, -4.301, 2.407], [-2.971, -2.168, -0.683], [0.688, 4.033, 3.169], [2.406, 3.277, -1.975], [3.142, -3.630, -1.150], [0.175, -5.868, -1.407], [0.973, 3.547, 2.221], [0.242, -5.062, 3.185], [1.842, -0.604, 4.297], [-2.946, -4.311, 1.406], [4.058, 4.986, -0.987], [-0.806, 0.845, 1.098], [-0.015, 6.202, -1.936], [2.637, 1.638, -0.032], [1.098, -5.385, -1.059], [0.296, -0.397, -0.994], [-1.419, -2.599, -2.095]],
  "e_tot_ha": -4393.02369,
  "homo_ev": -3.1605,
  "charge": -1
}

---

[2]
{
  "formula": "C18H43ClN5O8",
  "method": "ωB97M-V/def2-TZVPD",
  "symbols": ["O", "H", "H", "H", "H", "C", "H", "H", "H", "O", "H", "H", "N", "H", "H", "C", "H", "H", "H", "H", "H", "O", "O", "H", "N", "H", "N", "H", "H", "H", "H", "O", "C", "C", "C", "C", "H", "H", "H", "H", "H", "H", "N", "H", "H", "C", "H", "H", "H", "N", "C", "H", "H", "C", "C", "C", "H", "O", "C", "H", "H", "H", "C", "C", "C", "H", "O", "O", "Cl", "H", "C", "H", "C", "C", "H"],
  "xyz": [[20.927, -18.490, -14.012], [17.737, -15.306, -14.334], [19.806, -21.351, -13.085], [16.915, -14.024, -13.431], [20.940, -13.115, -14.496], [19.176, -13.219, -12.512], [24.834, -13.963, -15.678], [19.037, -15.483, -19.727], [22.803, -15.217, -16.589], [21.035, -19.414, -10.021], [22.461, -14.726, -7.864], [21.045, -22.511, -12.666], [17.729, -18.643, -19.581], [20.809, -21.488, -9.048], [21.421, -22.785, -10.018], [18.432, -19.585, -20.442], [18.345, -20.275, -22.509], [20.498, -16.909, -10.681], [15.551, -18.849, -18.041], [19.470, -22.866, -12.115], [20.095, -16.939, -19.662], [20.113, -12.565, -12.135], [21.961, -13.877, -9.615], [21.306, -16.376, -6.787], [21.029, -15.814, -8.843], [20.003, -15.228, -10.553], [19.061, -13.750, -13.765], [20.520, -19.477, -11.984], [19.954, -17.037, -7.546], [19.595, -13.292, -15.683], [21.468, -17.748, -7.882], [19.352, -17.494, -15.486], [22.699, -14.883, -13.324], [17.733, -14.235, -14.112], [20.998, -16.771, -7.757], [20.136, -22.018, -12.290], [18.474, -19.701, -17.918], [23.382, -12.899, -15.295], [20.406, -14.712, -14.981], [19.514, -19.575, -20.264], [17.685, -16.989, -20.873], [18.639, -18.583, -22.338], [23.269, -14.802, -14.549], [19.217, -16.421, -9.622], [22.137, -15.825, -13.227], [24.089, -13.661, -14.950], [21.930, -16.159, -15.439], [23.611, -16.525, -15.793], [18.299, -13.456, -11.898], [20.351, -21.313, -11.049], [19.160, -16.487, -19.320], [17.463, -13.785, -15.075], [17.883, -18.125, -17.628], [16.288, -19.631, -17.811], [17.919, -17.233, -19.834], [20.617, -19.981, -11.017], [19.609, -22.604, -9.573], [18.879, -19.492, -14.322], [22.907, -15.705, -15.616], [17.080, -16.729, -19.333], [24.525, -13.208, -14.060], [19.223, -16.473, -18.232], [18.060, -19.405, -21.905], [20.215, -16.129, -9.974], [20.548, -22.144, -9.882], [16.124, -19.682, -16.732], [22.796, -14.005, -12.497], [19.046, -17.453, -13.126], [19.538, -18.215, -14.248], [15.974, -20.514, -18.363], [21.808, -14.730, -8.761], [18.042, -20.578, -20.199], [20.064, -13.693, -14.777], [17.644, -19.036, -18.180], [17.009, -19.266, -22.153]],
  "e_tot_ha": -2047.31016,
  "homo_ev": -5.8959,
  "charge": -1,
  "e_above_lowest_kcal_mol": 0.9
}

---

[3]
{
  "formula": "C18H43ClN5O8",
  "method": "ωB97M-V/def2-TZVPD",
  "symbols": ["C", "C", "H", "H", "H", "C", "H", "O", "H", "H", "H", "H", "H", "C", "C", "H", "H", "H", "H", "H", "H", "O", "H", "H", "C", "H", "C", "N", "O", "H", "C", "C", "C", "C", "H", "O", "C", "N", "H", "C", "H", "H", "N", "O", "H", "C", "O", "Cl", "H", "H", "H", "C", "C", "H", "H", "N", "C", "H", "H", "C", "H", "N", "H", "H", "O", "H", "H", "O", "H", "H", "H", "H", "H", "H", "H"],
  "xyz": [[2.556, 1.902, 40.971], [-2.497, 9.299, 38.944], [-1.694, 8.718, 34.121], [-2.489, 12.504, 34.002], [0.977, 3.997, 39.100], [0.252, 1.687, 40.195], [0.373, 7.478, 38.270], [6.379, 8.600, 33.456], [5.376, 10.417, 36.694], [-2.965, 11.790, 32.483], [1.362, 11.083, 35.570], [7.059, 4.014, 35.201], [6.408, 12.327, 33.804], [5.449, 11.125, 35.868], [6.237, 3.345, 35.455], [6.990, 10.928, 32.915], [-2.049, 13.287, 32.424], [2.774, 3.601, 39.022], [-2.408, 8.352, 31.854], [5.355, 3.940, 35.218], [5.119, 8.706, 35.161], [2.419, 0.981, 41.765], [-2.262, 9.984, 31.391], [0.832, 9.505, 32.876], [-0.322, 8.065, 38.891], [0.185, 0.791, 40.813], [-1.808, 9.583, 33.468], [6.057, 10.474, 34.763], [4.772, 6.590, 36.572], [0.389, 8.907, 34.440], [1.651, 10.707, 34.589], [0.538, 9.827, 33.875], [-1.761, 9.219, 31.984], [5.791, 9.182, 34.431], [-2.763, 9.998, 33.789], [2.732, 7.538, 36.087], [-1.423, 8.742, 36.795], [-0.782, 10.500, 33.821], [8.646, 3.149, 36.731], [6.882, 11.351, 33.914], [-1.316, 9.743, 36.376], [2.557, 10.100, 34.608], [-1.356, 8.657, 38.266], [-0.129, 8.208, 40.107], [-0.047, 12.336, 33.560], [1.749, 3.231, 39.028], [5.494, 2.665, 38.897], [3.349, 6.369, 36.615], [1.559, 2.756, 38.066], [-2.328, 9.229, 40.018], [6.085, 11.893, 36.309], [5.512, 3.118, 37.738], [7.859, 2.472, 37.063], [6.179, 2.425, 34.872], [-0.789, 9.116, 31.502], [1.577, 2.285, 40.127], [-0.763, 11.692, 33.049], [-0.448, 11.520, 32.020], [4.500, 11.651, 35.765], [-2.169, 12.352, 32.971], [4.634, 3.607, 37.289], [6.499, 3.037, 36.850], [-0.588, 8.226, 36.322], [7.879, 11.408, 34.349], [2.906, 6.260, 37.933], [3.504, 2.426, 40.775], [-2.394, 8.318, 36.537], [2.937, 5.170, 35.971], [-2.473, 10.371, 38.748], [-0.464, 2.472, 40.437], [7.950, 1.537, 36.509], [1.924, 11.595, 34.019], [-0.094, 1.535, 39.173], [-3.436, 8.846, 38.625], [8.005, 2.256, 38.121]],
  "e_tot_ha": -2047.30723,
  "homo_ev": -6.4290,
  "charge": -1,
  "e_above_lowest_kcal_mol": 2.8
}

---

[4]
{
  "formula": "C18H43ClN6O4",
  "method": "ωB97M-V/def2-TZVPD",
  "symbols": ["O", "H", "C", "C", "C", "H", "N", "H", "H", "O", "H", "H", "H", "H", "H", "C", "H", "H", "H", "C", "C", "C", "H", "N", "Cl", "H", "C", "H", "C", "H", "H", "H", "C", "C", "H", "H", "H", "H", "C", "H", "O", "H", "H", "H", "N", "H", "H", "H", "C", "H", "H", "N", "N", "H", "H", "N", "C", "H", "H", "H", "H", "C", "H", "H", "C", "H", "O", "C", "H", "H", "C", "H"],
  "xyz": [[-2.934, 0.414, -1.261], [5.077, 3.474, 0.700], [0.875, 4.182, 0.379], [-5.031, -1.318, -0.054], [-3.517, -0.011, 6.047], [-4.875, -2.585, 6.825], [-4.294, -1.424, -1.408], [-0.731, -1.302, 3.018], [-1.145, 2.024, -2.696], [4.610, -2.493, -3.149], [-1.389, 2.079, -4.520], [-3.985, 0.367, 6.941], [2.436, -1.567, -1.259], [2.660, 2.244, -0.581], [0.759, 0.415, -3.248], [5.315, -1.641, -1.042], [-1.584, 0.534, 1.706], [-1.556, 0.590, -3.488], [-5.826, -1.695, 5.556], [2.370, 4.235, 0.342], [-1.032, 1.526, -3.657], [-4.878, -2.154, 5.826], [-0.828, -1.165, -1.578], [0.451, 1.208, -3.819], [1.446, 0.381, -0.631], [3.346, -4.352, -0.700], [-2.582, 0.538, 5.223], [3.625, 3.498, -1.125], [-2.923, -1.460, 4.485], [0.494, 5.200, 0.373], [-6.050, -1.623, -0.278], [-2.192, 1.544, 5.250], [-0.832, 0.796, 2.450], [2.363, 0.826, -5.546], [6.343, -1.636, -1.402], [5.300, -2.119, -0.062], [3.132, -2.927, 0.482], [-2.878, -2.306, 3.819], [4.346, 2.675, 0.646], [-0.114, -0.209, 4.201], [0.075, 0.642, -6.102], [0.526, 3.752, -0.567], [-0.759, 1.818, 2.819], [4.808, 1.804, 0.187], [-2.098, -0.398, 4.321], [-1.887, -2.526, -0.941], [0.165, 0.735, 1.999], [2.829, 0.177, -4.801], [-0.921, -0.331, 3.473], [0.986, 2.012, -3.493], [-1.676, -2.078, -2.695], [2.939, -2.447, -1.496], [-3.756, -1.269, 5.515], [5.149, -0.567, -0.916], [0.539, 3.484, 1.142], [3.184, 3.093, -0.300], [-2.919, -0.764, -1.368], [2.562, 0.400, -6.526], [-4.361, -2.406, -1.693], [3.824, 2.394, 1.555], [-4.782, -0.995, -2.202], [4.361, -2.237, -2.025], [1.748, -3.748, -0.351], [-4.991, -0.297, 0.316], [-1.777, -1.721, -1.668], [2.730, 1.854, -5.551], [3.045, 5.118, 0.754], [2.797, -3.462, -0.401], [-4.584, -1.996, 0.668], [2.425, -2.631, -2.365], [0.866, 0.870, -5.248], [-4.815, -3.043, 5.196]],
  "e_tot_ha": -1799.91731,
  "homo_ev": -19.2435,
  "charge": 4,
  "e_above_lowest_kcal_mol": 0.0
}

---

[5]
{
  "formula": "C18H43N2O9P2",
  "method": "ωB97M-V/def2-TZVPD",
  "symbols": ["C", "H", "H", "O", "O", "H", "H", "H", "H", "C", "H", "H", "O", "H", "H", "H", "H", "O", "H", "H", "C", "H", "H", "C", "H", "C", "H", "H", "P", "O", "H", "H", "C", "C", "O", "H", "H", "C", "C", "C", "H", "H", "C", "H", "H", "H", "O", "C", "C", "C", "H", "H", "N", "C", "H", "H", "H", "O", "H", "H", "N", "H", "H", "H", "H", "H", "C", "H", "C", "H", "P", "H", "C", "O"],
  "xyz": [[1.806, 4.758, 4.294], [-3.304, -5.494, -3.068], [-7.675, -3.118, 0.807], [2.208, 3.555, 4.921], [-4.673, -3.999, -3.032], [1.237, -2.039, -1.660], [5.110, 3.390, 8.872], [-4.093, -1.190, -5.971], [2.239, 1.953, 2.120], [-4.573, -5.739, -1.362], [4.538, 2.969, 2.102], [2.947, 0.372, 2.396], [3.000, 1.614, 3.995], [5.094, 1.280, 7.461], [2.238, 4.245, 2.245], [3.252, 1.482, -2.470], [-5.677, 0.060, -4.605], [3.816, 2.054, 6.076], [4.101, -1.640, -2.940], [2.953, 0.960, -4.597], [4.262, -0.501, -3.247], [4.424, 1.658, 0.919], [3.888, 4.081, 7.785], [4.311, 3.148, 8.166], [-6.027, -2.853, 0.219], [3.310, -0.177, -4.581], [5.737, 2.665, 6.593], [-3.023, -4.301, -1.799], [-5.146, -2.569, -2.339], [-6.747, -3.215, -2.452], [-7.308, -1.734, -0.250], [3.920, -0.456, -5.562], [0.676, 0.273, -1.466], [-0.461, 1.325, -2.069], [-3.713, -1.990, -2.238], [-0.043, 2.054, -2.883], [-0.392, -1.544, -2.484], [3.823, 0.535, -2.021], [-4.929, -0.551, -4.089], [-3.802, -4.863, -2.326], [4.791, 0.956, -1.476], [-8.471, -3.601, -1.462], [1.375, 4.506, 2.864], [0.956, 5.149, 4.862], [-0.220, -1.613, -0.542], [-4.639, 0.003, -3.189], [-5.541, -1.786, -3.753], [0.309, -1.325, -1.571], [-7.085, -2.787, -0.053], [-3.748, -0.784, -5.014], [-3.211, 0.150, -5.203], [3.505, 2.642, 8.708], [2.892, -0.092, -1.002], [3.080, 1.442, 2.592], [0.910, 5.397, 2.434], [-7.149, -4.688, -1.081], [-3.929, -6.516, -0.941], [4.431, 4.237, 5.344], [-3.045, -1.513, -4.604], [5.239, 1.395, 2.480], [1.820, 0.780, -0.887], [-5.423, -6.216, -1.861], [0.664, 3.675, 2.810], [2.599, 5.512, 4.331], [-4.966, -5.143, -0.534], [2.363, -0.895, -4.495], [4.397, 1.890, 1.988], [6.175, -1.209, -3.388], [4.827, 2.259, 7.049], [-1.355, 0.711, -2.514], [3.755, 2.998, 4.707], [-0.925, 1.985, -1.193], [-7.394, -3.641, -1.267], [5.710, -0.336, -3.599]],
  "e_tot_ha": -2180.73356,
  "homo_ev": -1.8186,
  "charge": -1
}

---

[6]
{
  "formula": "C18H44BBr2NNbO4",
  "method": "ωB97M-V/def2-TZVPD",
  "symbols": ["H", "C", "H", "O", "C", "O", "H", "C", "H", "Br", "H", "H", "O", "H", "C", "H", "H", "H", "H", "H", "C", "H", "H", "C", "C", "H", "H", "H", "H", "H", "Nb", "H", "H", "H", "H", "C", "C", "H", "C", "C", "H", "H", "H", "B", "H", "C", "C", "H", "Br", "H", "H", "C", "C", "C", "H", "H", "H", "H", "C", "H", "H", "O", "H", "C", "H", "H", "H", "H", "H", "N", "H"],
  "xyz": [[-4.295, 1.026, 0.269], [0.414, 1.745, 2.080], [-3.223, 2.543, -1.222], [0.090, -2.222, 1.668], [1.569, 2.153, -2.540], [-4.417, -3.734, -0.074], [2.573, -2.433, -3.575], [-0.011, 1.036, 3.220], [3.939, 4.483, 4.195], [0.490, 3.040, -3.991], [0.491, 0.130, 3.617], [-3.667, -1.205, -1.255], [4.808, 5.195, 2.473], [5.656, 2.684, 4.548], [1.066, 2.545, -1.087], [3.808, -2.275, -1.406], [-1.797, 2.410, 0.520], [-2.645, -0.138, 1.993], [3.217, 3.656, -2.846], [-3.626, -3.728, 1.807], [-4.001, -0.200, -1.616], [0.182, -3.347, -1.991], [1.741, -3.853, -1.131], [5.551, 3.179, 3.580], [4.931, 4.555, 3.737], [4.937, 2.551, 2.930], [5.557, 5.187, 4.369], [-2.620, -5.621, 0.519], [1.470, 1.057, -2.714], [-0.952, 1.356, 3.735], [0.154, 0.731, 0.051], [2.462, -0.323, 1.354], [3.273, -0.569, -1.973], [-4.687, -0.425, -2.478], [3.214, 2.261, -3.942], [1.281, -3.498, -2.085], [-4.871, 0.550, -0.549], [0.004, -0.139, -1.532], [1.996, -2.198, -2.640], [-3.590, -5.730, 1.007], [-1.983, -0.091, -2.457], [0.303, 3.364, -1.161], [-4.973, -4.301, -0.616], [-0.699, -1.098, 1.245], [4.247, 4.637, 1.924], [3.066, 2.551, -2.865], [-2.273, -1.147, 1.685], [0.133, -2.904, 0.992], [2.577, 3.396, -0.046], [-4.201, -6.374, 0.367], [0.811, 2.779, 2.239], [2.251, -0.164, 0.259], [2.968, -1.558, -1.562], [-2.338, 1.857, -1.362], [3.806, 1.992, -2.258], [6.536, 3.255, 3.114], [-5.227, -4.475, 1.668], [-2.898, -1.571, 0.857], [-2.795, 0.628, -2.211], [-5.581, 1.240, -1.065], [1.437, -4.333, -2.821], [2.232, -1.490, -0.349], [3.083, 0.480, -0.122], [-4.247, -4.374, 1.187], [-1.621, 2.444, -2.000], [-2.345, -1.780, 2.618], [1.217, -1.459, -2.951], [-3.142, 1.041, -3.198], [-5.518, -0.231, -0.060], [-1.828, 1.535, -0.007], [-3.447, -6.227, 1.969]],
  "e_tot_ha": -6297.50272,
  "homo_ev": -4.0564,
  "charge": -1,
  "e_above_lowest_kcal_mol": 40.9
}